1.
A molecular structure, C37H49BiN5O6Te in a non-equilibrium geometry, computed with ωB97M-V/def2-TZVPD.

Structure (XYZ):
```
99
Properties=species:S:1:pos:R:3:forces:R:3
Bi -0.999 -0.673 1.084 -0.66 -0.47 1.68
N 0.256 -0.136 4.344 -0.06 0.13 0.48
C 0.987 -1.006 5.242 0.05 -0.32 -0.04
C 1.245 -2.357 4.560 0.14 0.19 0.31
N 1.651 -2.242 3.170 -0.07 -0.07 0.08
C 2.737 -1.334 2.876 0.07 0.18 -0.30
C 2.443 -0.533 1.608 0.39 -0.27 0.11
N 1.167 0.155 1.775 0.13 0.36 -0.33
C 1.773 -3.514 2.488 -0.19 -0.03 -0.51
C 0.959 -3.580 1.189 0.30 -0.29 0.11
N -0.438 -3.308 1.472 -0.13 -0.22 0.03
H 0.037 0.773 4.745 -0.22 -0.08 -0.08
H -0.628 -0.560 4.084 -0.10 0.07 0.15
H 0.457 -1.205 6.187 0.15 0.01 -0.10
H 1.930 -0.516 5.504 -0.07 -0.06 0.02
H 0.302 -2.916 4.566 0.11 -0.06 0.05
H 1.980 -2.913 5.169 -0.14 -0.05 -0.01
H 3.698 -1.862 2.760 -0.05 0.06 0.06
H 2.845 -0.617 3.687 0.08 -0.02 0.07
H 2.397 -1.182 0.731 0.18 0.03 -0.01
H 3.266 0.168 1.450 -0.10 0.00 -0.03
H 1.168 1.110 1.428 0.11 -0.09 0.14
H 0.923 0.190 2.789 -0.06 0.06 -0.11
H 1.409 -4.312 3.141 0.04 -0.04 0.07
H 2.826 -3.735 2.254 -0.09 -0.06 0.08
H 1.125 -4.568 0.728 -0.01 0.17 0.06
H 1.293 -2.825 0.476 0.14 -0.09 -0.07
H -0.792 -3.921 2.198 -0.07 0.02 0.01
H -1.025 -3.403 0.647 -0.02 -0.17 -0.01
O -2.801 2.800 -0.110 -0.14 0.44 -0.08
C -2.910 1.660 0.283 -0.52 0.04 -0.06
O -2.241 0.673 -0.231 -0.34 -0.40 -0.01
C -3.957 1.299 1.334 0.16 0.00 -0.21
C -4.357 -0.194 1.349 -0.78 0.20 -0.70
C -5.744 -0.306 2.000 0.11 -0.17 -0.16
C -5.388 0.012 3.467 0.10 -0.17 0.07
C -3.853 0.132 3.385 -0.36 0.49 0.79
O -3.520 -0.776 2.346 0.40 -0.23 -0.08
C -3.467 1.497 2.783 0.36 0.07 0.24
C -1.946 1.701 3.011 -0.40 0.08 0.15
O -1.601 1.963 4.156 -0.11 0.27 0.58
O -1.138 1.522 2.041 0.21 -0.12 -0.22
H -4.819 1.942 1.129 0.13 -0.13 0.04
H -4.220 -0.714 0.402 -0.04 0.02 0.08
H -6.464 0.381 1.563 -0.02 0.06 -0.02
H -6.131 -1.321 1.891 0.03 0.05 0.02
H -5.850 0.926 3.831 0.01 0.05 0.06
H -5.670 -0.809 4.125 -0.03 0.04 0.05
H -3.325 -0.118 4.305 0.03 0.02 -0.06
H -3.978 2.319 3.286 0.07 -0.11 0.01
C 5.834 -1.823 -2.169 0.00 0.03 0.00
C 4.561 -1.040 -2.061 -0.05 0.05 -0.02
C 3.426 -1.413 -2.760 0.06 0.07 0.14
C 2.224 -0.733 -2.610 -0.21 0.06 0.00
C 1.073 -1.124 -3.481 0.00 -0.02 0.02
C 2.136 0.342 -1.723 0.02 -0.15 0.18
Te 0.221 1.216 -1.202 1.93 0.84 -1.84
N -0.381 -0.919 -0.971 1.10 0.43 -0.24
C -1.477 -1.519 -1.383 -0.38 -0.44 0.11
O -2.086 -2.271 -0.563 -0.38 -0.27 -0.22
C -2.081 -1.330 -2.720 -0.38 0.06 -0.19
C -2.166 -0.071 -3.300 0.09 0.12 0.13
C -2.857 0.111 -4.482 -0.01 0.03 -0.07
C -3.482 -0.965 -5.088 -0.02 0.04 -0.08
C -3.419 -2.219 -4.504 -0.02 -0.13 -0.10
C -2.728 -2.404 -3.322 0.13 0.02 0.07
C 0.893 2.874 -2.541 -0.30 0.16 0.07
C 1.622 2.642 -3.698 -0.03 -0.29 0.11
C 2.100 3.696 -4.457 0.05 -0.01 -0.12
C 1.824 4.998 -4.078 -0.01 0.03 0.00
C 1.053 5.232 -2.954 0.08 0.01 -0.09
C 0.571 4.183 -2.182 -0.03 -0.09 0.13
C -0.238 4.459 -0.959 -0.09 -0.02 0.05
C 3.311 0.811 -1.123 -0.09 0.14 0.00
C 3.328 2.114 -0.381 -0.08 -0.03 -0.03
C 4.497 0.107 -1.282 -0.11 -0.04 -0.10
H 5.726 -2.644 -2.870 0.04 -0.09 -0.08
H 6.112 -2.238 -1.201 0.05 -0.04 0.07
H 6.649 -1.185 -2.501 0.14 0.02 -0.04
H 3.475 -2.244 -3.451 -0.02 -0.10 -0.05
H 1.430 -1.365 -4.480 -0.02 0.04 -0.13
H 0.364 -0.297 -3.534 -0.02 -0.23 -0.25
H 0.551 -1.994 -3.089 -0.06 -0.04 -0.04
H -1.722 0.784 -2.800 -0.21 -0.17 -0.20
H -2.912 1.095 -4.919 -0.04 0.10 -0.05
H -4.026 -0.823 -6.010 -0.07 0.00 -0.09
H -3.920 -3.056 -4.965 -0.05 -0.10 -0.08
H -2.686 -3.374 -2.850 -0.04 -0.05 0.05
H 1.834 1.628 -4.004 0.10 -0.10 -0.05
H 2.684 3.499 -5.344 0.04 -0.03 -0.08
H 2.201 5.829 -4.658 0.01 0.04 -0.06
H 0.819 6.246 -2.663 -0.03 0.11 0.05
H -0.661 5.458 -0.990 -0.06 0.11 0.05
H 0.385 4.383 -0.068 0.03 0.00 0.17
H -1.055 3.745 -0.856 -0.08 0.14 0.11
H 2.348 2.320 0.060 0.23 0.15 0.15
H 3.528 2.919 -1.088 -0.04 0.13 -0.01
H 4.104 2.139 0.381 -0.02 0.01 0.12
H 5.401 0.460 -0.803 0.06 0.11 0.13
```
Forces are in eV/Å.

Results
Frontier orbital gap (alpha / beta) in eV: 7.6 / 7.3
⟨S²⟩: 0.76
E_HOMO (alpha / beta) in eV: -7.11 / -8.43
Multiplicity: 2
Calculated total energy in hartree: -2647.125946
Maximum force in eV/Å: 2.79
Net charge: 0

2.
10 unconnected molecules or ions with the total composition C37H49FO33S, computed with ωB97M-V/def2-TZVPD.

Structure (XYZ):
```
121
Properties=species:S:1:pos:R:3:forces:R:3
O -1.518 3.865 7.436 -0.22 -0.22 0.33
C -1.405 3.507 6.312 0.39 -0.31 -0.02
O -2.462 3.459 5.418 -0.23 0.89 -0.04
C -1.889 3.631 4.170 0.18 -0.30 0.04
O -2.474 4.065 3.231 -0.29 -0.20 -0.03
C -0.458 3.237 4.270 0.14 0.05 0.17
C 0.352 3.100 3.022 -0.09 -0.21 0.12
C 1.179 1.814 2.894 0.18 -0.23 -0.45
C 1.418 1.537 1.397 -0.25 0.55 0.47
S 3.003 0.849 0.997 0.32 0.72 -0.53
O 3.963 1.225 1.985 -0.20 -0.19 0.25
O 3.274 1.181 -0.366 -0.07 -0.49 -0.08
O 2.764 -0.726 1.039 -0.30 0.02 0.03
C -0.161 3.137 5.573 0.16 0.00 -0.91
C 1.126 2.768 6.223 -0.62 -0.30 0.69
C 1.322 1.230 6.325 0.10 0.17 0.14
C 0.040 0.425 6.290 0.05 -0.08 -0.11
F 0.312 -0.878 6.716 -0.07 0.17 -0.07
H -0.355 3.146 2.192 0.02 0.18 -0.05
H 1.035 3.947 2.932 -0.08 0.11 -0.09
H 2.151 1.925 3.371 -0.05 -0.02 0.22
H 0.669 0.954 3.328 -0.05 0.04 0.20
H 1.428 2.488 0.861 0.14 -0.03 -0.14
H 0.617 0.950 0.951 0.13 -0.14 -0.12
H 2.262 -0.945 1.841 0.26 -0.16 0.04
H 1.967 3.232 5.729 0.06 -0.02 -0.15
H 1.087 3.153 7.244 0.06 0.15 -0.04
H 1.790 1.017 7.285 0.15 -0.02 -0.05
H 2.008 0.891 5.551 -0.01 -0.08 -0.02
H -0.373 0.352 5.282 -0.05 -0.01 0.02
H -0.730 0.839 6.945 0.05 -0.05 0.11
C -3.375 8.374 2.016 -0.03 -0.03 -0.08
C -2.688 7.024 1.979 -0.18 -0.08 -0.06
O -1.322 7.373 2.243 -0.01 0.00 0.01
C -1.303 8.552 2.905 -0.05 -0.03 -0.03
O -0.339 9.027 3.412 0.05 0.02 0.04
O -2.534 9.115 2.910 -0.01 0.00 -0.03
H -4.390 8.334 2.399 0.05 0.07 0.14
H -3.377 8.871 1.044 0.04 0.00 0.00
H -3.037 6.353 2.762 -0.01 0.01 0.01
H -2.772 6.522 1.019 0.17 0.00 -0.01
C 2.040 2.646 -2.958 0.26 -0.14 -0.08
C 1.728 3.755 -3.935 0.04 -0.01 -0.07
O 0.305 3.913 -3.757 0.03 0.08 0.05
C -0.025 3.454 -2.537 0.08 -0.08 -0.13
O -1.099 3.580 -2.031 -0.05 0.00 0.07
O 1.012 2.810 -1.962 0.00 0.03 0.00
H 3.025 2.723 -2.508 -0.10 0.02 0.21
H 1.928 1.660 -3.410 -0.03 0.02 -0.02
H 2.219 4.695 -3.677 -0.07 0.00 0.06
H 1.963 3.483 -4.960 -0.20 0.05 0.14
C 4.500 5.913 5.833 -0.06 0.19 0.02
C 5.814 5.514 5.193 0.01 0.12 -0.04
O 5.854 4.105 5.442 0.01 0.03 0.01
C 4.593 3.664 5.617 0.04 0.02 -0.05
O 4.277 2.520 5.671 -0.09 -0.01 0.02
O 3.727 4.709 5.719 0.29 -0.02 -0.05
H 3.999 6.729 5.320 -0.11 -0.10 -0.04
H 4.606 6.160 6.889 0.02 -0.03 0.01
H 5.823 5.679 4.115 -0.03 -0.02 0.00
H 6.677 6.001 5.639 0.04 -0.14 0.07
C 0.138 3.444 -8.379 -0.09 0.04 -0.09
C 1.108 3.062 -9.481 -0.11 -0.01 -0.08
O 2.366 3.073 -8.794 -0.03 0.00 -0.03
C 2.129 2.881 -7.480 -0.02 -0.11 0.00
O 2.965 2.668 -6.659 0.11 0.01 -0.11
O 0.810 2.959 -7.212 -0.02 0.06 0.00
H -0.836 2.975 -8.474 0.04 -0.11 0.13
H 0.013 4.524 -8.287 0.03 0.01 0.00
H 0.929 2.057 -9.865 -0.01 -0.01 0.04
H 1.124 3.766 -10.308 0.15 0.05 0.05
C 0.436 -1.005 -2.908 -0.02 -0.06 0.14
C -0.604 -2.074 -3.180 0.07 0.12 0.11
O -1.432 -1.431 -4.166 0.01 -0.07 0.00
C -0.703 -0.486 -4.789 0.10 -0.09 -0.07
O -1.053 0.110 -5.760 -0.02 0.02 -0.02
O 0.474 -0.298 -4.158 0.13 0.06 0.09
H 1.419 -1.399 -2.666 0.06 0.05 -0.15
H 0.128 -0.310 -2.124 -0.02 0.03 -0.03
H -0.179 -2.974 -3.613 0.02 -0.01 -0.05
H -1.192 -2.342 -2.310 -0.14 0.03 -0.07
C -3.888 2.381 -3.529 0.19 0.02 -0.04
C -3.784 0.925 -3.943 0.02 0.12 -0.03
O -4.282 0.248 -2.780 0.04 -0.01 -0.04
C -5.080 1.101 -2.096 0.00 0.07 -0.02
O -5.772 0.790 -1.181 -0.02 -0.03 0.04
O -4.982 2.352 -2.599 -0.01 -0.03 -0.03
H -4.115 3.050 -4.355 -0.16 0.02 0.05
H -2.997 2.739 -3.012 -0.05 -0.04 -0.01
H -4.425 0.683 -4.793 -0.02 -0.01 0.01
H -2.773 0.605 -4.161 -0.14 0.00 0.10
C -1.404 -7.521 -4.439 -0.03 -0.06 -0.11
C -1.226 -6.306 -5.328 0.00 -0.09 -0.11
O -1.292 -5.230 -4.382 0.04 -0.01 -0.04
C -0.952 -5.709 -3.168 -0.01 -0.03 0.04
O -0.754 -5.039 -2.204 -0.02 -0.05 0.07
O -0.870 -7.057 -3.189 -0.03 -0.05 -0.13
H -0.856 -8.394 -4.781 0.11 0.02 0.12
H -2.452 -7.786 -4.296 -0.01 0.04 0.01
H -0.252 -6.283 -5.817 0.02 -0.01 0.04
H -2.006 -6.197 -6.076 -0.06 0.13 0.08
C -3.131 -7.236 0.677 0.07 0.10 0.02
C -1.939 -7.748 -0.106 0.02 0.15 0.07
O -1.970 -9.154 0.186 -0.03 0.11 -0.02
C -3.237 -9.489 0.536 -0.01 0.00 0.00
O -3.620 -10.604 0.675 0.00 -0.05 0.01
O -3.992 -8.382 0.701 0.03 0.04 -0.01
H -3.630 -6.396 0.203 -0.12 -0.09 -0.04
H -2.875 -6.968 1.703 0.01 -0.04 0.01
H -2.050 -7.612 -1.178 -0.03 -0.01 -0.02
H -0.995 -7.313 0.211 0.06 -0.14 0.03
C 0.960 -11.899 2.241 -0.08 -0.02 -0.01
C 0.736 -10.689 1.357 -0.09 -0.12 -0.04
O 1.641 -9.732 1.920 -0.03 -0.03 0.00
C 2.622 -10.402 2.573 -0.01 -0.01 -0.02
O 3.609 -9.905 3.003 0.04 0.02 0.01
O 2.317 -11.719 2.662 -0.04 0.00 -0.01
H 0.848 -12.845 1.718 0.16 -0.02 0.01
H 0.316 -11.898 3.121 0.00 0.03 0.00
H 1.021 -10.874 0.320 0.03 -0.01 0.01
H -0.282 -10.317 1.384 0.04 0.14 0.05
```
Forces are in eV/Å.

Results
Frontier orbital gap in eV: 9.9
E_HOMO in eV: -10.50
Calculated total energy in hartree: -4420.377891
Maximum force in eV/Å: 0.98
Net charge: 0
SMILES string: O=C1OC(=O)C(CCCS(=O)(=O)O)=C1CCCF.O=C1OCCO1.O=C1OCCO1.O=C1OCCO1.O=C1OCCO1.O=C1OCCO1.O=C1OCCO1.O=C1OCCO1.O=C1OCCO1.O=C1OCCO1